# 1
{"formula": "C11H37N11O7", "method": "ωB97M-V/def2-TZVPD", "charge": 0, "smiles": "COC[C@H](C)N.NC(N)=O.NC(N)=O.NC(N)=O.NC(N)=O.NC(N)=O.CCO", "largest_force_ev_per_a": 8.2, "e_homo_ev": -9.07, "total_energy_ev": -42731.364, "homo_lumo_gap_ev": 9.550, "spin_multiplicity": 1, "molar_mass_da": 435.49, "elements": ["C", "C", "C", "O", "C", "N", "H", "H", "H", "H", "H", "H", "H", "H", "H", "H", "H", "C", "C", "O", "H", "H", "H", "H", "H", "H", "C", "O", "N", "N", "H", "H", "H", "H", "C", "O", "N", "N", "H", "H", "H", "H", "C", "O", "N", "N", "H", "H", "H", "H", "C", "O", "N", "N", "H", "H", "H", "H", "C", "O", "N", "N", "H", "H", "H", "H"], "coordinates": [[4.858, -0.909, 0.408], [4.792, -1.271, -1.118], [3.582, -0.498, -1.853], [2.421, -1.286, -1.639], [1.417, -0.573, -1.012], [6.049, -0.876, -1.526], [5.060, 0.113, 0.728], [5.663, -1.407, 0.949], [4.018, -1.364, 0.932], [4.733, -2.357, -1.191], [3.748, -0.340, -2.918], [3.537, 0.495, -1.406], [0.901, 0.198, -1.584], [1.665, -0.147, -0.040], [0.693, -1.379, -0.890], [6.021, -0.972, -2.531], [6.643, -1.591, -1.132], [-5.236, 1.617, 5.280], [-4.412, 1.814, 3.971], [-3.871, 0.599, 3.409], [-5.920, 2.418, 5.558], [-4.736, 1.185, 6.147], [-5.909, 0.788, 5.060], [-3.545, 2.450, 4.150], [-5.060, 2.373, 3.295], [-3.357, 0.791, 2.621], [-3.368, -2.567, 0.197], [-2.816, -2.191, -0.832], [-3.658, -3.809, 0.563], [-3.714, -1.701, 1.039], [-3.544, -4.599, -0.056], [-3.990, -4.142, 1.457], [-4.057, -2.035, 1.928], [-3.483, -0.755, 0.772], [3.068, 4.074, -2.423], [3.547, 3.661, -1.357], [3.539, 5.103, -3.016], [1.935, 3.517, -2.863], [4.412, 5.473, -2.669], [3.137, 5.521, -3.844], [1.666, 2.711, -2.317], [1.167, 4.041, -3.259], [-0.368, 0.946, 3.411], [-0.743, 2.062, 3.394], [-0.298, 0.182, 2.395], [0.055, 0.259, 4.455], [-0.602, 0.611, 1.532], [0.217, -0.685, 2.455], [0.102, 0.863, 5.263], [0.714, -0.474, 4.233], [-0.488, -2.720, -3.548], [-0.713, -1.527, -3.590], [-0.750, -3.430, -2.479], [-0.019, -3.466, -4.450], [-0.314, -4.339, -2.424], [-1.353, -2.968, -1.813], [0.226, -3.108, -5.363], [-0.062, -4.474, -4.429], [-2.020, 1.136, -0.335], [-2.706, 0.801, 0.617], [-1.229, 2.164, -0.400], [-1.840, 0.452, -1.406], [-0.708, 2.222, -1.263], [-1.239, 2.874, 0.317], [-2.144, -0.510, -1.453], [-1.312, 0.954, -2.105]]}

# 2
{"formula": "C11H37NO13PS2", "method": "ωB97M-V/def2-TZVPD", "charge": -1, "largest_force_ev_per_a": 3.7, "e_homo_ev": -6.36, "total_energy_ev": -71077.494, "homo_lumo_gap_ev": 8.591, "spin_multiplicity": 1, "molar_mass_da": 486.52, "elements": ["C", "C", "C", "C", "C", "C", "C", "C", "C", "C", "C", "S", "O", "O", "N", "S", "O", "O", "P", "O", "O", "O", "H", "H", "H", "H", "H", "H", "H", "H", "H", "H", "H", "H", "H", "H", "H", "H", "H", "H", "H", "H", "H", "H", "H", "H", "H", "O", "H", "H", "O", "H", "H", "O", "H", "H", "O", "H", "H", "O", "H", "H", "O", "H", "H"], "coordinates": [[-2.917, -1.084, 0.392], [-2.788, 0.362, -0.078], [-2.339, 0.500, -1.522], [-0.914, -0.073, -1.708], [-0.733, -0.839, -3.000], [-0.810, -2.357, -2.907], [-0.031, -3.078, -1.783], [1.468, -2.719, -1.644], [1.944, -1.919, -0.393], [1.450, -2.505, 0.943], [1.003, -1.438, 1.971], [2.374, -0.432, 2.584], [1.843, 0.538, 3.509], [3.230, -1.358, 3.275], [3.264, 0.267, 1.401], [2.631, 1.694, 0.981], [1.194, 1.784, 1.082], [3.213, 2.722, 1.825], [3.233, 2.046, -1.070], [2.453, 3.103, -1.708], [4.782, 2.435, -0.995], [3.201, 0.697, -1.941], [-1.998, -1.642, 0.316], [-3.699, -1.585, -0.157], [-3.161, -1.082, 1.446], [-3.744, 0.841, 0.012], [-2.124, 0.869, 0.600], [-3.023, 0.039, -2.222], [-2.271, 1.572, -1.705], [-0.238, 0.769, -1.750], [-0.645, -0.611, -0.820], [-1.559, -0.538, -3.634], [0.150, -0.507, -3.529], [-1.847, -2.655, -2.893], [-0.409, -2.730, -3.845], [-0.582, -2.939, -0.869], [-0.084, -4.135, -2.009], [1.803, -2.164, -2.512], [2.043, -3.632, -1.621], [3.020, -2.000, -0.385], [1.746, -0.871, -0.472], [2.252, -3.014, 1.453], [0.659, -3.223, 0.835], [0.181, -0.833, 1.635], [0.644, -1.977, 2.834], [5.037, 2.650, -1.881], [2.295, 0.486, -2.159], [-2.598, 1.932, 2.832], [-3.192, 1.872, 3.581], [-1.711, 1.893, 3.222], [0.481, -4.897, 2.729], [0.461, -5.827, 2.959], [0.838, -4.468, 3.511], [-5.788, -0.057, -0.989], [-6.294, -0.638, -0.418], [-6.122, 0.820, -0.788], [2.274, 5.879, -0.169], [2.348, 5.031, -0.623], [1.557, 5.745, 0.458], [-2.620, 3.473, -0.706], [-3.217, 3.415, 0.041], [-1.746, 3.442, -0.304], [1.087, 4.543, 2.777], [1.590, 3.829, 2.346], [1.456, 4.576, 3.659]]}

# 3
{"formula": "C11H38N2O8", "method": "ωB97M-V/def2-TZVPD", "charge": 0, "smiles": "NC(N)=O.CCO.CCO.CCO.CO.CO.CO.CO", "largest_force_ev_per_a": 7.6, "e_homo_ev": -9.86, "total_energy_ev": -31378.441, "homo_lumo_gap_ev": 10.153, "spin_multiplicity": 1, "molar_mass_da": 326.43, "elements": ["C", "C", "O", "H", "H", "H", "H", "H", "H", "C", "C", "O", "H", "H", "H", "H", "H", "H", "C", "C", "O", "H", "H", "H", "H", "H", "H", "C", "O", "N", "N", "H", "H", "H", "H", "C", "O", "H", "H", "H", "H", "C", "O", "H", "H", "H", "H", "C", "O", "H", "H", "H", "H", "C", "O", "H", "H", "H", "H"], "coordinates": [[-3.831, -0.379, 2.178], [-3.005, 0.798, 1.653], [-3.528, 1.948, 2.298], [-3.169, -1.231, 2.315], [-4.632, -0.546, 1.441], [-4.392, -0.169, 3.010], [-3.040, 1.009, 0.567], [-1.937, 0.681, 1.868], [-3.037, 2.776, 2.034], [-2.694, -3.062, -0.095], [-2.694, -1.876, -1.139], [-3.930, -1.633, -1.553], [-3.197, -2.728, 0.823], [-1.662, -3.366, 0.103], [-3.193, -3.946, -0.481], [-2.073, -2.224, -1.920], [-2.179, -0.961, -0.731], [-4.052, -0.690, -1.549], [0.754, 2.988, -1.797], [-0.437, 2.052, -1.556], [-0.617, 1.719, -0.180], [1.151, 3.020, -2.817], [1.457, 2.639, -1.074], [0.502, 3.975, -1.522], [-0.520, 1.185, -2.284], [-1.251, 2.610, -1.900], [-0.166, 0.897, -0.082], [3.540, -0.248, -1.714], [3.025, -1.555, -1.537], [4.679, 0.245, -1.216], [2.987, 0.699, -2.372], [5.423, -0.399, -0.828], [5.197, 1.104, -1.667], [2.146, 0.361, -2.835], [3.119, 1.648, -2.129], [0.997, 1.989, 4.428], [0.723, 1.308, 3.196], [0.649, 2.967, 4.291], [2.022, 2.145, 4.532], [0.544, 1.451, 5.250], [-0.190, 1.184, 3.108], [-0.632, -4.171, -3.245], [0.390, -3.330, -2.732], [-0.184, -4.964, -3.822], [-1.301, -3.613, -3.865], [-1.409, -4.521, -2.544], [-0.022, -2.547, -2.318], [0.398, -1.185, 0.910], [0.611, -0.771, -0.408], [0.809, -0.549, 1.686], [0.722, -2.212, 1.002], [-0.631, -1.313, 1.216], [1.438, -1.121, -0.707], [3.160, 2.176, 1.281], [4.362, 1.713, 0.817], [3.022, 3.160, 0.901], [3.212, 2.376, 2.356], [2.411, 1.355, 1.257], [4.158, 1.135, 0.097]]}